w:
Here is a 14-piece molecular cluster, H28O14 overall from the Open Molecules 2025 dataset. Energies are from ωB97M-V/def2-TZVPD.

Orbital gap, hartree: 0.3824

Last column: Mulliken charge in e.
Cartesian coordinates (Å):
O (-0.1816, 1.4163, -4.3715)  -0.58
H (-0.7661, 2.1387, -4.6673)  0.29
H (0.7369, 1.5979, -4.4170)  0.29
O (1.7459, 3.2754, 0.0928)  -0.72
H (1.0854, 3.2241, -0.6435)  0.43
H (1.7508, 2.3035, 0.1774)  0.35
O (-3.3533, -0.1604, -1.9526)  -0.64
H (-4.2230, -0.4661, -2.1407)  0.27
H (-3.3849, -0.0226, -1.0257)  0.43
O (2.5941, -1.4899, 0.4514)  -0.53
H (3.2746, -0.9189, 0.0547)  0.25
H (2.7523, -1.3368, 1.3733)  0.28
O (2.5158, -0.3147, -3.4742)  -0.57
H (2.2585, -1.0767, -4.0869)  0.32
H (3.2838, -0.4519, -3.0130)  0.26
O (0.1047, 1.6113, -0.9593)  -0.60
H (-0.7144, 1.9014, -0.5285)  0.39
H (-0.2950, 0.7774, -1.2795)  0.17
O (-0.0017, 2.5292, 1.8206)  -0.62
H (0.8526, 3.1056, 1.8243)  0.37
H (0.1718, 1.7765, 1.2956)  0.27
O (-0.6313, -1.2024, -1.8141)  -0.72
H (-1.5237, -1.3710, -2.1226)  0.31
H (-0.2135, -1.1923, -2.7141)  0.26
O (-0.7204, 0.6340, 3.9179)  -0.66
H (0.0062, -0.0159, 4.1681)  0.32
H (-0.3121, 1.4479, 4.2272)  0.30
O (-4.0345, 0.0925, 0.5375)  -0.69
H (-3.2904, 0.1042, 1.2170)  0.42
H (-4.6707, 0.7359, 0.7954)  0.28
O (-0.1304, -2.8626, 0.2535)  -0.53
H (-0.2964, -2.3377, -0.5585)  0.33
H (0.4526, -3.5693, -0.0528)  0.29
O (-1.5960, -0.3775, 1.4579)  -0.60
H (-0.8352, -0.5850, 0.8927)  0.18
H (-1.4803, 0.1248, 2.2212)  0.38
O (-1.5083, -4.5741, 2.2720)  -0.62
H (-0.6825, -4.2585, 1.9182)  0.32
H (-2.0473, -3.8056, 2.3037)  0.31
O (4.3590, 0.8001, 2.1544)  -0.62
H (4.7116, 1.3623, 1.4661)  0.31
H (4.2363, 1.4305, 2.9289)  0.31

---

x:
Here is a 14-piece molecular cluster, H28O14 overall from the Open Molecules 2025 dataset. Energies are from ωB97M-V/def2-TZVPD.

Orbital gap, hartree: 0.3584

Last column: Mulliken charge in e.
Cartesian coordinates (Å):
H (0.1066, -0.1661, 0.0827)  0.34
H (0.0720, 0.8559, 1.0745)  0.21
H (1.6117, -2.6796, 0.9827)  0.27
H (1.3446, -3.9295, 1.7222)  0.31
H (4.1826, 2.3550, -1.4370)  0.32
H (4.8732, 3.2834, -2.4084)  0.30
H (-2.8106, 2.4193, 0.2334)  0.31
H (-3.3273, 1.9271, 1.5538)  0.30
H (-3.5074, -4.2088, 0.1460)  0.32
H (-3.2841, -2.6593, 0.3764)  0.29
H (2.2292, 0.6614, -0.0312)  0.27
H (2.7169, -0.5399, -0.9163)  0.37
H (-0.3985, 0.9310, -1.7638)  0.33
H (-0.5180, 0.0914, -3.0898)  0.24
H (3.9647, -2.2165, 0.3249)  0.28
H (4.3849, -2.1147, -1.0694)  0.24
H (-4.8629, -0.0405, 0.3005)  0.25
H (-3.6828, 0.4180, -0.5597)  0.34
H (0.7328, 2.8588, -1.5462)  0.30
H (-0.3064, 3.0506, -0.2783)  0.33
H (-0.8306, -0.4589, 2.0469)  0.14
H (-0.7174, 0.1590, 3.3692)  0.35
H (3.1893, 3.1650, 1.3582)  0.30
H (4.6888, 3.4351, 1.3993)  0.32
H (-3.2888, -0.6084, 1.9935)  0.24
H (-2.7675, -1.4833, 2.9663)  0.34
H (-1.1709, -3.1624, -2.5356)  0.31
H (-2.2512, -2.7333, -3.6452)  0.29
O (0.2877, 0.7866, 0.1040)  -0.47
O (0.9434, -3.4290, 1.0380)  -0.59
O (4.9860, 2.7828, -1.6052)  -0.61
O (-2.5459, 2.1586, 1.1241)  -0.58
O (-3.3890, -3.3921, -0.3675)  -0.61
O (2.0790, 0.1811, -0.8894)  -0.58
O (-0.8691, 0.1988, -2.2196)  -0.57
O (3.7287, -1.8023, -0.5053)  -0.54
O (-4.4384, 0.7102, -0.0272)  -0.62
O (-0.1416, 3.1926, -1.2930)  -0.66
O (-0.2476, -0.5166, 2.8116)  -0.56
O (3.8440, 3.8492, 1.6051)  -0.63
O (-3.2605, -0.7137, 2.9441)  -0.59
O (-1.3497, -2.6163, -3.3694)  -0.60

---

Energies, relative to the best one, in eV: w 0.000; x 1.698.

---

w:
Here is a 3-piece molecular cluster, C3H12N2O3 overall from the Open Molecules 2025 dataset. Energies are from ωB97M-V/def2-TZVPD.

Orbital gap, hartree: 0.1888

Last column: Mulliken charge in e.
Cartesian coordinates (Å):
C (-2.4596, -0.2094, -0.5541)  -0.68
C (-1.2985, 0.6862, -0.7863)  -0.36
C (-0.0373, 0.3018, -0.2251)  0.33
N (0.7470, -0.4240, -1.2105)  -0.34
O (-0.0566, -0.5905, 0.8739)  -0.61
N (-2.8680, -0.3648, 0.8450)  -0.57
H (-2.2982, -1.2368, -0.8903)  0.31
H (-3.3286, 0.1641, -1.0936)  0.40
H (0.5525, 1.1586, 0.1499)  0.55
H (-1.6290, 1.6707, -1.0259)  0.35
H (1.7718, -0.2840, -1.1676)  0.28
H (0.3782, -0.4048, -2.1585)  0.21
H (-2.0634, -0.6392, 1.3997)  0.34
H (-3.2196, 0.4843, 1.2796)  0.25
H (0.5393, -0.1085, 1.4953)  0.42
H (3.8536, -1.2472, -0.2859)  0.26
O (3.3677, -0.4580, -0.5288)  -0.85
H (2.9766, -0.0041, 0.3963)  0.42
H (2.7794, 0.9964, 2.0764)  0.16
O (2.2929, 0.5093, 1.4102)  -0.89

---

x:
Here is C3H12N2O3 as an isolated structure from the Open Molecules 2025 dataset. Energies are from ωB97M-V/def2-TZVPD.

Orbital gap, hartree: 0.2317

Last column: Mulliken charge in e.
Cartesian coordinates (Å):
N (0.2982, -0.4291, 1.5648)  -0.63
C (-0.8043, 0.0456, 0.8351)  0.56
C (-2.2080, -0.5431, 1.1849)  -1.13
C (-0.6184, 0.2563, -0.8124)  -0.11
N (0.0303, -0.8533, -1.4443)  -0.37
O (-1.7485, 0.6224, -1.2439)  -0.51
H (1.0118, 0.2450, 1.2674)  0.37
H (0.1314, -0.3749, 2.5610)  0.29
H (-0.9240, 1.1156, 0.9938)  0.26
H (-2.6352, -0.8298, 0.2146)  0.31
H (-2.8295, 0.3079, 1.5415)  0.28
H (-2.2845, -1.4297, 1.8250)  0.40
H (1.0151, -0.8940, -1.1714)  0.47
H (-0.1141, -0.8216, -2.4437)  0.25
H (3.0064, -1.0530, -0.4950)  0.28
H (2.1695, 0.3948, -0.3275)  0.36
O (2.1713, -0.6592, -0.7577)  -0.72
H (0.1748, 1.0767, -0.7725)  0.34
H (2.5670, 2.1144, 0.1659)  0.20
O (1.9205, 1.4422, 0.3942)  -0.91

---

Energies, relative to the best one, in eV: w 0.000; x 1.187.

---

w:
Here is a 2-piece molecular cluster, C3H10NO2 overall from the Open Molecules 2025 dataset. Energies are from ωB97M-V/def2-TZVPD.

Orbital gap, hartree: 0.4813
Net charge: +1

Last column: Mulliken charge in e.
Cartesian coordinates (Å):
C (1.7770, 0.4450, -0.4606)  -1.27
C (-1.9045, 0.2008, -0.7095)  -0.79
C (0.4201, -0.1542, -0.3506)  0.94
N (0.2914, -1.4435, -0.1305)  -0.27
O (-0.0984, 0.5051, 1.6692)  -0.50
O (-0.5337, 0.6010, -0.7658)  -0.28
H (2.2305, 0.1188, -1.3958)  0.37
H (1.7042, 1.5285, -0.4880)  0.36
H (2.4263, 0.1377, 0.3541)  0.39
H (-2.4815, 1.1128, -0.8601)  0.26
H (-2.1412, -0.2149, 0.2700)  0.39
H (-2.1395, -0.5082, -1.5039)  0.35
H (-0.6123, -1.8926, -0.1060)  0.24
H (-0.0810, 0.1132, 2.5526)  0.29
H (1.0897, -1.9973, 0.1395)  0.25
H (0.0530, 1.4477, 1.7854)  0.29

---

x:
Here is a 2-piece molecular cluster, C3H10NO2 overall from the Open Molecules 2025 dataset. Energies are from ωB97M-V/def2-TZVPD.

Orbital gap, hartree: 0.4108
Net charge: +1

Last column: Mulliken charge in e.
Cartesian coordinates (Å):
O (-2.7318, 0.1378, -0.4165)  -0.43
C (-1.8742, -0.4852, 0.1631)  -0.07
C (-0.4337, -0.1611, 0.3911)  0.25
C (-0.3652, 0.3199, 1.8549)  -1.25
N (0.1655, 0.8486, -0.4793)  -0.21
H (-2.0693, -1.4644, 0.6097)  0.39
H (0.1652, -1.0322, 0.2292)  0.25
H (-1.1127, 0.8948, 2.2130)  0.41
H (-0.1665, -0.4875, 2.6078)  0.33
H (0.6037, 0.9326, 1.9399)  0.35
H (-0.5301, 1.5415, -0.8242)  0.39
H (0.8389, 1.3186, 0.0527)  0.36
H (0.8189, 0.3683, -1.1885)  0.27
H (2.4715, -0.4026, -2.9048)  0.30
H (2.2175, -1.6371, -2.1113)  0.31
O (2.0025, -0.6920, -2.1367)  -0.64

---

Energies, relative to the best one, in eV: w 0.000; x 0.824.